Density functional theory data (ωB97M-V with the def2-TZVPD basis set) for a structure of composition C3H6S2.

Each line ends with the Mulliken charge.
Atoms and positions in Å:
C  -0.386  -0.006  0.248  -0.164
C  0.351  -1.135  -0.015  -0.480
C  0.547  1.173  -0.058  -0.525
H  -1.639  -0.065  -1.353  0.119
H  -0.379  0.083  1.455  0.231
H  0.286  -1.799  0.970  0.217
H  0.186  -1.695  -0.925  0.355
H  0.311  1.746  -1.003  0.278
H  1.023  1.743  1.076  0.257
S  -2.150  0.026  -0.158  -0.152
S  1.850  -0.072  -0.237  -0.138

For the HOMO energy, the calculation gives -8.73 eV. For the max |F|, the calculation gives 9.3 eV/A. The value obtained for the electronic energy is -24875.6088 eV. The calculation puts the gap between HOMO and LUMO at 9.330 eV. The energy above the lowest of the compared OMol25 structures with the same formula, charge and spin is 299.1 kJ/mol.


Density functional theory data (ωB97M-V with the def2-TZVPD basis set) for an isolated molecule of C6H12ClN.

Each line ends with the Mulliken charge.
Atoms and positions in Å:
C  0.511  1.942  -0.871  -1.072
C  1.073  1.265  0.426  -0.478
C  -0.165  -0.758  0.254  0.983
C  -0.981  -0.502  1.434  -0.929
C  -0.175  -2.025  -0.426  -0.685
C  -0.832  -0.871  -1.048  -0.808
H  0.920  1.377  -1.739  0.282
H  0.654  3.115  -0.957  0.308
H  -0.474  1.856  -1.114  0.368
H  0.422  1.508  1.292  0.216
H  2.062  1.577  0.689  0.391
H  1.752  -0.364  -0.498  0.328
H  -1.906  -1.019  1.284  0.382
H  -1.095  0.637  1.541  0.299
H  -0.665  -2.828  0.116  0.225
H  0.817  -2.195  -0.879  0.240
H  -0.520  -0.301  -1.876  0.280
H  -1.900  -1.065  -1.009  0.252
N  1.089  -0.178  0.308  -0.368
Cl  -0.589  -1.171  3.072  -0.214

For the HOMO energy, the calculation gives -8.70 eV. For the max |F|, the calculation gives 3.9 eV/A. The value obtained for the electronic energy is -20426.8637 eV. Its SMILES is CCNC1(CCl)CC1. The calculation puts the gap between HOMO and LUMO at 9.624 eV. The energy above the lowest of the compared OMol25 structures with the same formula, charge and spin is 261.3 kJ/mol.


Density functional theory data (ωB97M-V with the def2-TZVPD basis set) for an isolated molecule of C19H24ClNO4.

Each line ends with the Mulliken charge.
Atoms and positions in Å:
O  -0.601  0.419  -1.931  -0.614
C  -1.294  1.117  -1.214  0.543
N  -1.837  0.681  -0.062  -0.030
H  -2.417  1.303  0.478  0.372
C  -1.692  -0.669  0.445  1.049
C  -1.264  -0.632  1.912  -0.809
C  -1.145  -2.044  2.479  -0.331
C  -2.455  -2.807  2.315  -0.875
C  -2.857  -2.856  0.844  -0.528
C  -3.002  -1.445  0.287  -1.198
H  -3.798  -0.920  0.823  0.327
H  -3.273  -1.481  -0.770  0.344
H  -3.799  -3.396  0.731  0.360
H  -2.094  -3.391  0.275  0.279
H  -2.345  -3.820  2.705  0.378
H  -3.242  -2.312  2.890  0.341
H  -0.872  -1.991  3.535  0.373
H  -0.352  -2.577  1.953  0.062
H  -2.011  -0.075  2.486  0.451
H  -0.310  -0.110  1.999  0.201
H  -0.912  -1.139  -0.162  -0.549
C  -1.571  2.582  -1.519  -1.010
H  -1.712  2.696  -2.595  0.337
H  -2.473  2.919  -1.007  0.345
C  -0.364  3.417  -1.069  -0.488
H  -0.154  3.193  -0.023  0.303
H  -0.609  4.478  -1.145  0.429
C  0.869  3.103  -1.922  -0.295
C  2.161  2.988  -1.163  0.438
O  3.237  3.329  -1.583  -0.632
O  1.992  2.374  0.019  -0.271
C  3.155  2.017  0.751  -0.737
C  3.146  0.534  1.112  0.189
O  3.537  0.170  2.197  -0.602
C  2.612  -0.399  0.099  0.248
C  2.029  -1.582  0.559  -0.306
C  1.458  -2.476  -0.323  -0.818
C  1.477  -2.194  -1.682  0.648
C  2.094  -1.048  -2.161  -0.989
C  2.662  -0.157  -1.273  -0.061
H  3.170  0.711  -1.663  0.628
H  2.119  -0.854  -3.221  0.435
Cl  0.737  -3.289  -2.782  -0.240
H  1.001  -3.388  0.030  0.447
H  2.025  -1.774  1.621  0.519
H  3.192  2.604  1.674  0.380
H  4.047  2.248  0.151  0.419
H  1.004  3.826  -2.726  0.410
H  0.731  2.114  -2.376  0.127

For the HOMO energy, the calculation gives -9.24 eV. For the max |F|, the calculation gives 0.7 eV/A. The value obtained for the electronic energy is -42296.7013 eV. Its SMILES is O=C(CCCC(=O)OCC(=O)c1ccc(Cl)cc1)NC1CCCCC1. The calculation puts the gap between HOMO and LUMO at 9.389 eV. The energy above the lowest of the compared OMol25 structures with the same formula, charge and spin is 0.0 kJ/mol.


Density functional theory data (ωB97M-V with the def2-TZVPD basis set) for an isolated molecule of C14H11NO3.

Each line ends with the Mulliken charge.
Atoms and positions in Å:
O  -1.060  -3.668  -0.035  -0.652
C  -1.175  -2.469  0.066  -0.115
C  -0.191  -1.579  0.607  -0.503
C  -0.368  -0.229  0.696  0.876
N  0.545  0.610  1.254  -0.114
H  0.445  1.587  1.029  0.246
C  1.895  0.211  1.598  -1.278
C  2.761  0.020  0.391  0.606
C  3.290  -1.091  -0.196  -0.252
C  3.989  -0.638  -1.342  -0.443
C  3.826  0.710  -1.370  -0.474
O  3.085  1.121  -0.327  -0.343
H  4.174  1.463  -2.050  0.452
H  4.530  -1.239  -2.043  0.414
H  3.202  -2.103  0.142  0.465
H  1.864  -0.715  2.175  0.414
H  2.313  1.002  2.228  0.412
C  -1.629  0.324  0.221  1.163
C  -1.972  1.680  0.266  -0.583
C  -3.186  2.124  -0.209  -0.877
C  -4.100  1.223  -0.743  -0.431
C  -3.794  -0.118  -0.794  -0.552
C  -2.566  -0.576  -0.313  0.128
O  -2.347  -1.901  -0.389  -0.425
H  -4.483  -0.842  -1.198  0.463
H  -5.050  1.574  -1.116  0.385
H  -3.428  3.175  -0.163  0.394
H  -1.287  2.401  0.685  0.297
H  0.716  -2.058  0.931  0.327

For the HOMO energy, the calculation gives -8.56 eV. For the max |F|, the calculation gives 0.9 eV/A. The value obtained for the electronic energy is -22328.8435 eV. Its SMILES is O=c1cc(NCc2ccco2)c2ccccc2o1. The calculation puts the gap between HOMO and LUMO at 8.897 eV. The energy above the lowest of the compared OMol25 structures with the same formula, charge and spin is 159.7 kJ/mol.


- The highest energy above the lowest of the compared OMol25 structures with the same formula, charge and spin belongs to which entry?
  C3H6S2


What did the fourth record say?
Density functional theory data (ωB97M-V with the def2-TZVPD basis set) for an isolated molecule of C14H11NO3.

Each line ends with the Mulliken charge.
Atoms and positions in Å:
O  -1.060  -3.668  -0.035  -0.652
C  -1.175  -2.469  0.066  -0.115
C  -0.191  -1.579  0.607  -0.503
C  -0.368  -0.229  0.696  0.876
N  0.545  0.610  1.254  -0.114
H  0.445  1.587  1.029  0.246
C  1.895  0.211  1.598  -1.278
C  2.761  0.020  0.391  0.606
C  3.290  -1.091  -0.196  -0.252
C  3.989  -0.638  -1.342  -0.443
C  3.826  0.710  -1.370  -0.474
O  3.085  1.121  -0.327  -0.343
H  4.174  1.463  -2.050  0.452
H  4.530  -1.239  -2.043  0.414
H  3.202  -2.103  0.142  0.465
H  1.864  -0.715  2.175  0.414
H  2.313  1.002  2.228  0.412
C  -1.629  0.324  0.221  1.163
C  -1.972  1.680  0.266  -0.583
C  -3.186  2.124  -0.209  -0.877
C  -4.100  1.223  -0.743  -0.431
C  -3.794  -0.118  -0.794  -0.552
C  -2.566  -0.576  -0.313  0.128
O  -2.347  -1.901  -0.389  -0.425
H  -4.483  -0.842  -1.198  0.463
H  -5.050  1.574  -1.116  0.385
H  -3.428  3.175  -0.163  0.394
H  -1.287  2.401  0.685  0.297
H  0.716  -2.058  0.931  0.327

For the HOMO energy, the calculation gives -8.56 eV. For the max |F|, the calculation gives 0.9 eV/A. The value obtained for the electronic energy is -22328.8435 eV. Its SMILES is O=c1cc(NCc2ccco2)c2ccccc2o1. The calculation puts the gap between HOMO and LUMO at 8.897 eV. The energy above the lowest of the compared OMol25 structures with the same formula, charge and spin is 159.7 kJ/mol.